# H10NO3

4 unconnected molecules or ions with the total composition H10NO3 (wB97M-V/def2-TZVPD, the Open Molecules 2025 dataset).

Geometry as XYZ:
```
14
Properties=species:S:1:pos:R:3:forces:R:3
N 0.8290 -1.6317 0.6060 -1.5 -0.3 -0.4
H 1.2038 -2.4780 1.0203 0.2 0.3 0.6
H 1.4984 -1.1078 0.0535 0.0 -0.1 -0.2
H 0.0364 -1.8940 0.0101 0.6 -0.2 -0.9
H 0.2272 -0.9658 1.1535 1.1 0.1 1.1
H -0.6911 0.5610 -1.1978 0.8 -0.8 0.2
H -1.3072 -0.6764 -1.6707 0.1 -0.5 0.1
O -0.6257 -0.4182 -1.0350 -1.2 0.9 -0.6
H -1.0708 -0.3080 2.7780 0.0 0.2 0.6
H 0.3280 0.4345 2.9313 -0.3 -0.1 0.5
O -0.4156 0.2483 2.3493 0.2 -0.2 -1.0
H 0.2643 2.4500 -1.3198 0.1 0.4 -0.1
H 0.9780 1.7859 -2.5025 0.1 0.0 -0.1
O 0.1193 1.8856 -2.0833 -0.2 0.2 0.2
```
Forces are in eV/Å.

The HOMO energy comes out at -15.239 eV. As for the net charge: +1. The LUMO energy comes out at -3.52 eV. For the gap between HOMO and LUMO, the calculation gives 11.723 eV. For the energy relative to the best compared isomer or geometry (same formula, charge and spin), the calculation gives 103.2 kJ/mol. For the calculated total energy, the calculation gives -286.226101 Eh.

These are the Löwdin partial charges, in e, on atoms 1 to 8: N 0.26; H 0.15; H 0.14; H 0.12; H 0.09; H 0.04; H 0.07; O -0.09

***

# C58H35I4N9Ta

A molecular structure, C58H35I4N9Ta (wB97M-V/def2-TZVPD, the Open Molecules 2025 dataset).

Geometry as XYZ:
```
107
Properties=species:S:1:pos:R:3:forces:R:3
Ta 0.1464 0.3131 0.2904 -0.2 0.3 0.5
I -2.9958 -8.1768 4.5551 0.1 0.5 -0.3
C -2.4666 -6.3922 3.5622 -0.1 -0.4 0.2
C -1.2608 -6.3093 2.8722 -0.2 -0.2 0.1
C -0.9052 -5.1307 2.2498 -0.1 0.3 0.0
C -1.7303 -3.9997 2.3289 -0.2 -0.4 0.2
C -2.9503 -4.1103 3.0031 0.1 0.0 -0.2
C -3.3210 -5.2946 3.6043 0.0 -0.2 0.1
C -1.2560 -2.7341 1.7623 0.1 0.4 0.0
C -1.2833 -1.5715 2.5376 -0.1 -0.8 -0.3
C -1.8662 -1.4323 3.8306 0.2 0.5 0.0
C -1.8668 -0.1031 4.1333 -0.1 -0.4 -0.3
C -1.1986 0.5655 3.0692 0.1 0.5 0.3
C -0.7759 1.9151 3.1732 0.4 -0.5 -0.3
C -1.7019 2.8066 3.8715 -0.5 0.2 0.2
C -3.0665 2.6097 3.5747 0.4 0.1 0.0
C -4.0479 3.4271 4.0855 -0.2 0.2 0.1
C -3.7036 4.4926 4.9129 -0.3 0.1 0.1
I -5.1974 5.7838 5.6368 0.4 -0.3 -0.2
C -2.3688 4.6744 5.2641 -0.2 0.1 0.1
C -1.3862 3.8417 4.7634 0.1 -0.2 -0.1
C 0.4842 2.2760 2.6589 -0.4 0.0 0.4
N 1.1712 1.5025 1.7388 -0.6 -1.3 -0.5
C 2.4099 2.0772 1.5807 0.9 0.1 -0.6
C 3.3892 1.6737 0.6617 -0.3 0.0 0.1
C 4.6463 2.4297 0.6150 0.5 0.3 0.0
C 5.4303 2.6306 1.7547 -0.1 -0.2 -0.2
C 6.6202 3.3257 1.6758 0.2 0.1 -0.1
C 7.0388 3.8611 0.4607 0.3 0.2 0.0
I 8.8529 4.9272 0.3389 -0.5 -0.3 0.0
C 6.2580 3.6855 -0.6782 0.2 0.1 0.1
C 5.0833 2.9681 -0.6013 -0.2 -0.1 0.2
C 3.2458 0.6377 -0.2776 0.5 0.4 0.3
C 4.3014 0.1155 -1.0727 -0.4 -0.2 0.0
C 3.7649 -0.8449 -1.8823 -0.2 0.3 0.3
C 2.3832 -0.9319 -1.5708 -0.1 -0.4 -0.5
N 2.0721 -0.0250 -0.5810 -1.3 0.1 0.5
C 1.4946 -1.8890 -2.1211 -0.1 0.1 0.6
C 0.3732 -2.3200 -1.3945 0.4 0.0 -0.7
C -0.4678 -3.4378 -1.6756 -0.1 0.1 0.4
C -1.1218 -3.7453 -0.5196 0.2 0.3 -0.2
C -0.7693 -2.7578 0.4407 -0.5 -0.1 0.3
N 0.0614 -1.8319 -0.1337 0.3 1.5 0.9
C 1.8165 -2.4350 -3.4405 0.3 -0.1 -0.4
C 1.5804 -3.7603 -3.8316 0.2 0.2 0.2
C 1.7418 -4.1560 -5.1438 0.0 -0.1 -0.2
C 2.1612 -3.2472 -6.1108 0.0 -0.1 -0.4
I 2.2661 -3.8119 -8.1395 0.0 0.2 0.6
C 2.5234 -1.9613 -5.7175 0.1 -0.2 -0.2
C 2.3606 -1.5707 -4.4068 -0.1 -0.1 0.2
C 2.4993 3.2320 2.4103 -0.5 -0.1 0.1
C 1.3016 3.3731 3.0457 0.2 -0.1 -0.3
N -0.8427 -0.3344 2.1042 1.2 0.4 -1.4
H -0.5990 -7.1609 2.8329 0.0 -0.1 0.0
H 0.0479 -5.0641 1.7459 0.1 0.0 0.0
H -3.6315 -3.2734 3.0189 -0.1 0.1 0.0
H -4.2714 -5.3665 4.1088 -0.1 0.0 0.0
H -2.2151 -2.2340 4.4480 0.0 -0.2 0.1
H -2.2109 0.3713 5.0314 -0.1 0.1 0.1
H -3.3501 1.8085 2.9050 -0.1 0.0 0.0
H -5.0825 3.2404 3.8437 -0.1 0.0 0.0
H -2.1080 5.4645 5.9515 0.1 0.0 0.1
H -0.3814 3.9601 5.1373 0.1 0.1 0.0
H 5.1333 2.1829 2.6916 0.0 0.0 0.1
H 7.2279 3.4424 2.5590 0.1 0.0 0.1
H 6.5711 4.1039 -1.6218 0.0 0.0 -0.1
H 4.4841 2.8388 -1.4912 -0.1 0.0 -0.1
H 5.3319 0.3993 -1.0135 0.2 0.1 0.1
H 4.2953 -1.4714 -2.5716 0.0 -0.1 -0.1
H -0.5818 -3.9368 -2.6163 0.1 -0.1 -0.1
H -1.8313 -4.5329 -0.3641 -0.1 -0.2 0.1
H 1.3413 -4.5023 -3.0868 -0.1 -0.1 0.0
H 1.5632 -5.1839 -5.4152 -0.1 -0.1 0.0
H 2.9470 -1.2791 -6.4370 0.0 0.1 -0.1
H 2.6425 -0.5680 -4.1237 0.0 0.1 0.0
H 3.3518 3.8733 2.4837 0.2 0.1 0.0
H 1.0342 4.1536 3.7248 -0.1 0.2 0.1
N -0.6184 -0.5866 -4.6875 0.1 0.3 0.0
C -0.1359 0.1315 -3.6767 0.2 0.1 -0.4
N -0.6595 0.1782 -2.4878 -0.2 -0.1 1.0
C -1.8398 -0.5267 -2.2598 0.1 0.7 0.3
N -2.4676 -0.3537 -1.1400 -1.2 -1.3 -0.4
N -1.9212 0.5778 -0.3361 0.4 1.5 0.3
C -2.6321 1.6313 -0.0666 0.3 -1.1 -0.6
C -1.9576 2.8453 0.2943 0.3 1.3 0.3
C -2.6595 4.0213 0.5754 0.2 -0.8 -0.2
C -1.9610 5.2056 0.6991 0.5 0.1 0.0
C -0.5831 5.1927 0.5200 -0.5 -0.1 0.1
C 0.0448 3.9870 0.2426 0.3 -0.1 -0.1
N -0.6123 2.8362 0.1380 -0.3 -1.1 -0.3
C -2.4111 -1.3472 -3.3002 0.2 -0.1 -0.5
C -3.6007 -2.0635 -3.1349 0.1 0.0 -0.2
C -4.1207 -2.7719 -4.1964 0.0 0.0 0.2
C -3.4579 -2.7944 -5.4235 0.2 0.1 0.0
C -2.2803 -2.0972 -5.6060 0.0 0.0 0.1
C -1.7609 -1.3600 -4.5481 -0.7 -0.2 0.6
H -0.1676 -0.5758 -5.5947 0.1 0.1 0.2
H 0.7512 0.7242 -3.8633 0.0 -0.1 -0.1
H -3.6844 1.6658 -0.3384 0.0 -0.2 0.0
H -3.7324 3.9970 0.6696 -0.2 0.0 0.0
H -2.4789 6.1276 0.9073 -0.1 0.1 0.0
H -0.0143 6.1056 0.5816 0.1 0.1 0.0
H 1.1147 3.9451 0.0814 0.0 0.0 0.0
H -4.0960 -2.0242 -2.1776 -0.1 0.0 0.1
H -5.0506 -3.3047 -4.0817 -0.1 -0.1 0.0
H -3.8778 -3.3544 -6.2421 0.0 -0.1 -0.1
H -1.7695 -2.1121 -6.5553 0.1 0.0 -0.2
```
Forces are in eV/Å.

The HOMO energy (spin up / spin down) comes out at -13.894 / -13.894 eV. As for the net charge: +3. The LUMO energy (spin up / spin down) comes out at -9.39 / -9.39 eV. For the gap between HOMO and LUMO (spin up / spin down), the calculation gives 4.501 / 4.500 eV. For the energy relative to the best compared isomer or geometry (same formula, charge and spin), the calculation gives 114.5 kJ/mol. For the calculated total energy, the calculation gives -3971.053491 Eh.

These are the Löwdin partial charges, in e, on atoms 1 to 8: Ta 2.09; I 0.94; C -0.69; C -0.12; C -0.02; C -0.19; C -0.04; C -0.12

***

# C4H2ClO2

A gas-phase ion, C4H2ClO2 (charge -1) (wB97M-V/def2-TZVPD, the Open Molecules 2025 dataset).

Geometry as XYZ:
```
9
Properties=species:S:1:pos:R:3:forces:R:3
O -1.4379 1.1790 1.3588 -0.3 0.7 0.6
C -1.4876 0.4913 0.4185 0.2 1.3 2.1
C -1.4232 -0.3365 -0.5217 0.6 -2.9 -3.9
C 0.0393 -0.3923 -1.2655 -0.2 0.2 0.5
O 0.7696 -1.3752 -1.3954 -0.8 -1.0 0.6
C 0.3487 0.8881 -1.5794 -0.3 2.3 -1.1
Cl 1.9440 1.2193 -2.3511 -0.4 -0.1 0.1
H -2.2652 -0.8181 -1.0356 0.4 0.2 0.6
H -0.4149 1.6398 -1.8783 0.9 -0.6 0.6
```
Forces are in eV/Å.

The HOMO energy comes out at -3.052 eV. As for the net charge: -1. The LUMO energy comes out at 3.88 eV. For the gap between HOMO and LUMO, the calculation gives 6.935 eV. As for the SMILES: O=C=C/C([O-])=C/Cl. For the energy relative to the best compared isomer or geometry (same formula, charge and spin), the calculation gives 141.3 kJ/mol. For the calculated total energy, the calculation gives -764.279699 Eh.

These are the Löwdin partial charges, in e, on atoms 1 to 8: O 0.11; C -0.31; C -0.05; C -0.63; O -0.09; C -0.57; Cl 0.41; H 0.10